Molecular formula: C10H15N3O5S
Method: DFT, wB97M-V/def2-TZVPD

Values from the calculation:
SMILES string = CNC(=O)[C@@H](CC(=O)[O-])NC(=O)[C@H](C[S-])NC(C)=O
Energy = -36157.7868 eV
F_max = 3.75 eV Å⁻¹
Energy above the lowest of the compared OMol25 structures with the same formula, charge and spin = 174.3 kJ/mol
Net charge = -2
Kohn-Sham gap = 0.2477 Eh

The geometry in XYZ format:
```
34
Properties=species:S:1:pos:R:3:forces:R:3
C 1.370 2.910 -2.568 -1.249 -0.901 2.609
N 1.209 1.585 -1.943 0.054 -1.331 0.206
C 0.115 0.775 -2.002 -1.481 1.474 0.982
O -1.004 1.087 -2.463 2.084 -0.475 0.236
C 0.274 -0.529 -1.179 -0.233 -1.885 0.866
C 1.355 -1.492 -1.782 2.043 3.136 0.276
C 1.134 -1.795 -3.281 0.591 -1.361 -1.408
O 1.300 -0.858 -4.136 -0.545 -1.392 1.681
O 0.930 -3.047 -3.498 0.010 1.942 -0.009
N 0.362 -0.413 0.365 0.143 0.124 -2.187
C 1.341 0.118 1.074 -0.585 0.565 1.518
O 2.372 0.518 0.624 2.778 0.965 -1.673
C 1.166 0.301 2.578 -0.549 -2.155 0.818
C 1.531 -0.996 3.378 2.333 -0.054 0.263
S 0.927 -1.170 5.098 0.052 -0.074 -0.194
N -0.141 0.463 3.059 -2.851 0.979 -1.458
C -1.013 1.450 2.788 0.397 2.885 -0.790
C -2.012 1.632 3.938 -0.638 -1.543 -1.246
O -0.946 2.303 1.857 0.164 -2.078 1.684
H 0.608 3.014 -3.337 0.015 0.137 0.086
H 2.355 2.897 -2.982 0.619 0.628 -0.273
H 1.202 3.627 -1.679 0.495 -0.377 -1.827
H 1.952 1.184 -1.330 -0.608 0.794 -0.784
H -0.693 -1.070 -1.257 0.491 0.531 -0.333
H 1.501 -2.341 -1.160 -0.542 -1.025 0.276
H 2.421 -0.982 -1.695 -2.058 -0.590 -0.276
H -0.370 -0.725 0.948 -1.315 -0.315 -0.017
H 1.700 1.117 2.934 1.581 1.596 0.018
H 1.170 -1.706 2.696 -1.006 -1.779 -0.458
H 2.612 -1.257 3.412 -0.461 0.842 -0.272
H -0.362 -0.151 3.834 -0.104 -0.077 0.748
H -2.711 2.437 3.769 0.147 0.390 -0.168
H -2.624 0.691 3.909 0.517 0.650 0.786
H -1.420 1.762 4.838 -0.289 -0.228 0.322
```
Forces are in eV/Å.

Molecular formula: C4H7NO2
Method: DFT, wB97M-V/def2-TZVPD

Values from the calculation:
SMILES string = C=C(C)C1(N)OO1
Energy = -9842.8898 eV
F_max = 0.65 eV Å⁻¹
Energy above the lowest of the compared OMol25 structures with the same formula, charge and spin = 423.6 kJ/mol
Net charge = 0
Kohn-Sham gap = 0.3905 Eh

The geometry in XYZ format:
```
14
Properties=species:S:1:pos:R:3:forces:R:3
C 0.863 1.260 -0.577 0.032 -0.048 0.047
C 0.492 0.113 -0.017 0.164 0.196 -0.113
C 1.423 -1.008 0.342 0.067 0.021 0.018
C -0.968 -0.209 0.063 0.109 0.127 -0.267
N -1.837 0.814 0.379 -0.051 0.005 -0.047
O -1.263 -1.143 -0.978 -0.560 -0.014 0.328
O -1.325 -1.466 0.478 0.032 -0.183 -0.026
H 0.132 1.985 -0.928 0.171 -0.060 0.090
H 1.907 1.479 -0.767 -0.059 0.019 0.069
H 2.462 -0.690 0.228 -0.121 -0.036 0.023
H 1.263 -1.360 1.366 0.024 0.100 -0.128
H 1.240 -1.862 -0.320 0.009 0.144 0.116
H -2.773 0.600 0.683 0.153 -0.065 -0.189
H -1.520 1.765 0.422 0.031 -0.206 0.079
```
Forces are in eV/Å.

Molecular formula: C37H36N5SbV
Method: DFT, wB97M-V/def2-TZVPD

Values from the calculation:
Spin multiplicity = 4
Energy = -78617.5712 eV
F_max = 1.49 eV Å⁻¹
Energy above the lowest of the compared OMol25 structures with the same formula, charge and spin = 55.0 kJ/mol
Net charge = +2
Kohn-Sham gap (spin up / spin down) = 0.2897 / 0.3014 Eh

The geometry in XYZ format:
```
80
Properties=species:S:1:pos:R:3:forces:R:3
V 0.016 0.585 -0.867 -0.202 -1.078 -0.453
C -2.281 -0.829 -2.528 -0.283 -0.320 0.063
N -1.032 -1.246 -1.840 0.052 0.130 -0.246
C -0.116 -1.987 -2.738 -0.101 -0.440 0.083
C 1.078 -1.172 -3.058 0.053 -0.280 -0.232
N 1.409 -0.166 -2.303 0.049 1.191 0.381
C 2.640 0.287 -2.759 0.344 0.021 -0.321
C 3.452 1.317 -2.298 0.063 0.026 -0.013
C 4.642 1.525 -2.965 -0.003 0.039 0.062
C 5.023 0.732 -4.057 -0.005 -0.041 -0.045
C 4.229 -0.300 -4.519 -0.001 -0.018 -0.042
C 3.031 -0.502 -3.845 -0.034 0.103 0.204
N 2.001 -1.429 -4.005 -0.080 -0.046 0.030
C -2.284 0.635 -2.770 -0.325 -0.279 -0.362
N -1.576 1.402 -2.003 1.082 0.399 0.939
C -1.871 2.704 -2.347 -0.156 0.657 -0.365
C -1.406 3.905 -1.822 0.006 0.135 -0.067
C -1.883 5.068 -2.394 0.040 0.005 0.060
C -2.797 5.044 -3.458 -0.034 -0.052 -0.039
C -3.271 3.857 -3.984 -0.025 0.029 -0.014
C -2.787 2.692 -3.403 0.000 -0.117 0.179
N -3.037 1.339 -3.641 0.083 -0.084 0.085
H -2.440 -1.392 -3.449 0.032 -0.026 0.000
H -3.133 -1.049 -1.881 0.019 -0.084 0.051
H -1.275 -1.845 -1.054 -0.111 -0.116 -0.122
H 0.234 -2.886 -2.222 -0.064 -0.041 0.034
H -0.620 -2.331 -3.642 -0.049 0.019 0.013
H 3.182 1.922 -1.440 -0.038 -0.010 -0.016
H 5.304 2.316 -2.637 -0.009 -0.009 -0.006
H 5.966 0.933 -4.546 -0.011 -0.015 -0.006
H 4.527 -0.913 -5.359 0.006 0.019 0.016
H 1.961 -2.169 -4.687 0.012 0.016 0.011
H -0.708 3.942 -0.994 -0.002 -0.039 -0.006
H -1.549 6.023 -2.013 -0.008 -0.009 -0.007
H -3.142 5.981 -3.871 -0.006 -0.015 -0.010
H -3.982 3.840 -4.799 0.015 0.017 0.014
H -3.679 0.957 -4.317 -0.001 0.009 0.000
C -2.524 2.148 2.405 -0.001 0.001 0.011
C -2.129 1.307 3.594 0.057 0.009 -0.047
C -2.608 1.653 4.854 0.013 -0.025 0.059
C -2.270 0.924 5.986 -0.019 0.035 -0.041
C -1.441 -0.181 5.881 -0.015 0.006 -0.008
C -0.958 -0.548 4.635 0.030 -0.066 -0.066
C -1.291 0.188 3.499 0.103 -0.033 0.140
Sb -0.534 -0.440 1.630 -0.607 0.441 0.266
C 1.589 -0.314 1.519 -0.013 -0.060 -0.090
C 2.204 -1.192 0.619 -0.013 0.061 -0.037
C 3.571 -1.135 0.388 0.007 0.027 -0.030
C 4.329 -0.188 1.059 -0.032 0.007 0.025
C 3.718 0.708 1.929 -0.034 -0.013 -0.033
C 2.345 0.676 2.165 0.038 0.090 -0.041
C 1.718 1.674 3.101 0.007 0.005 0.034
C -1.067 -2.489 1.538 0.041 -0.163 0.070
C -2.368 -2.683 1.054 0.079 0.077 -0.132
C -2.926 -3.947 0.972 0.020 -0.070 0.006
C -2.174 -5.042 1.377 -0.035 0.031 -0.001
C -0.896 -4.856 1.875 0.045 0.024 -0.029
C -0.316 -3.589 1.976 -0.024 0.041 0.050
C 1.057 -3.475 2.585 -0.010 -0.049 0.027
H -3.145 2.984 2.722 -0.003 -0.010 -0.010
H -3.093 1.574 1.670 -0.004 -0.025 -0.006
H -1.654 2.566 1.892 0.033 0.004 0.002
H -3.259 2.514 4.951 0.014 -0.018 -0.008
H -2.658 1.222 6.952 0.003 0.001 -0.015
H -1.177 -0.756 6.758 0.003 0.000 -0.018
H -0.321 -1.421 4.556 0.009 -0.019 -0.009
H 1.612 -1.954 0.116 0.016 -0.018 0.035
H 4.038 -1.827 -0.301 0.008 0.010 0.011
H 5.399 -0.137 0.904 -0.011 -0.006 -0.007
H 4.321 1.451 2.439 -0.015 -0.010 -0.009
H 2.365 2.539 3.233 0.010 -0.010 0.018
H 1.537 1.236 4.085 -0.003 0.001 -0.023
H 0.752 2.033 2.734 0.030 -0.006 -0.004
H -2.971 -1.826 0.760 0.001 0.012 0.026
H -3.940 -4.075 0.617 0.004 0.000 -0.001
H -2.592 -6.038 1.329 -0.001 0.012 -0.007
H -0.330 -5.713 2.220 -0.008 0.009 -0.006
H 1.241 -4.316 3.253 -0.013 0.019 0.014
H 1.180 -2.557 3.158 0.008 0.020 0.009
H 1.843 -3.487 1.828 -0.025 -0.039 0.019
```
Forces are in eV/Å.

Molecular formula: C14H35BCl4F3N3O5P3
Method: DFT, wB97M-V/def2-TZVPD

Values from the calculation:
Energy = -116580.7163 eV
F_max = 0.99 eV Å⁻¹
Net charge = -1
Kohn-Sham gap = 0.2027 Eh

The geometry in XYZ format:
```
68
Properties=species:S:1:pos:R:3:forces:R:3
C 2.479 0.406 4.100 0.135 0.023 0.069
C 2.138 0.731 2.643 -0.085 -0.050 -0.094
C 1.026 -0.145 2.058 -0.149 0.124 0.217
C -0.178 -0.125 3.026 -0.032 0.019 -0.128
P 0.657 0.257 0.173 0.007 0.022 0.992
C -0.839 -0.982 0.077 -0.219 0.010 -0.068
C -0.797 -2.381 0.705 0.170 0.227 0.075
C -2.184 -3.028 0.717 -0.035 0.126 -0.075
C -3.091 -2.561 1.866 -0.049 0.007 0.055
C -3.947 -1.307 1.620 0.077 0.014 -0.055
N -4.513 -1.262 0.270 -0.024 -0.026 0.022
C -0.538 1.754 0.768 -0.079 0.117 0.033
C -1.028 2.923 -0.081 0.109 0.094 -0.021
O -0.783 4.169 0.591 -0.029 0.104 -0.184
C -2.538 2.868 -0.348 -0.035 0.061 0.029
F -3.025 1.600 -0.414 -0.004 0.022 -0.072
F -3.255 3.484 0.605 -0.046 -0.104 0.064
F -2.871 3.455 -1.517 -0.018 0.120 0.060
B 2.138 1.607 -0.158 -0.212 -0.019 0.143
N 1.844 3.035 -0.432 0.296 -0.103 -0.191
O 3.435 1.156 -0.181 -0.050 -0.029 -0.482
P 2.028 -1.628 -0.669 0.152 -0.048 -0.116
C 3.372 -1.928 0.591 0.041 -0.065 0.019
O 3.000 -0.881 -1.844 0.202 -0.033 0.125
P 0.198 0.500 -2.273 0.496 -0.047 -0.212
N 0.294 -0.832 -3.082 -0.534 -0.071 0.132
O -1.215 1.325 -2.548 -0.359 -0.118 -0.080
O 1.156 1.685 -2.931 0.134 0.172 -0.355
H 1.785 0.863 4.808 -0.041 -0.057 -0.038
H 3.483 0.764 4.345 -0.052 0.024 0.045
H 2.466 -0.674 4.274 0.028 0.021 -0.039
H 3.039 0.618 2.047 0.045 0.014 -0.043
H 1.844 1.789 2.572 0.073 -0.023 0.017
H 1.412 -1.166 2.088 -0.018 -0.028 -0.234
H -1.121 -0.358 2.536 -0.009 -0.061 0.020
H -0.305 0.852 3.500 0.025 0.050 -0.056
H -0.044 -0.858 3.828 0.007 0.037 0.024
H -1.698 -0.450 0.493 0.072 0.035 -0.019
H -1.064 -1.136 -0.984 0.137 -0.021 0.033
H -0.435 -2.327 1.737 0.050 -0.119 -0.051
H -0.096 -3.005 0.149 -0.031 0.007 -0.009
H -2.673 -2.827 -0.242 0.007 -0.167 0.007
H -2.079 -4.114 0.766 0.014 -0.002 0.110
H -3.750 -3.381 2.162 -0.059 0.009 -0.122
H -2.457 -2.347 2.733 -0.054 -0.108 0.061
H -3.360 -0.410 1.864 -0.021 -0.013 -0.066
H -4.790 -1.326 2.315 0.052 0.034 0.070
H -3.768 -1.130 -0.406 -0.040 0.025 0.029
H -5.116 -0.451 0.186 0.039 -0.020 -0.007
H -1.398 1.334 1.284 -0.002 -0.055 0.082
H 0.054 2.234 1.549 0.096 -0.023 0.002
H -0.548 2.979 -1.054 -0.051 -0.215 0.080
H -0.331 4.738 -0.043 -0.020 -0.094 0.106
H 2.544 3.425 -1.061 0.060 0.036 0.175
H 1.877 3.575 0.430 -0.247 -0.042 -0.042
H 3.919 1.392 -0.985 0.032 0.025 0.231
H 2.975 -2.543 1.403 0.005 0.028 0.020
H 3.857 -1.040 0.995 -0.040 0.044 -0.015
H 4.134 -2.535 0.088 -0.010 0.016 0.046
H 3.629 -1.531 -2.176 -0.257 0.035 -0.143
H -0.527 -1.040 -3.643 0.180 0.036 -0.176
H -1.958 0.881 -2.117 0.115 0.069 -0.097
H 0.648 2.487 -3.109 0.017 -0.076 0.089
C 1.381 -1.423 -7.117 -0.010 -0.026 -0.059
Cl 1.433 -0.059 -6.037 0.042 0.059 0.033
Cl -0.297 -1.755 -7.594 -0.001 0.001 0.006
Cl 2.327 -1.092 -8.592 0.007 0.008 0.012
Cl 2.046 -2.851 -6.319 0.003 -0.013 0.011
```
Forces are in eV/Å.

Molecular formula: C21H23F4OSi
Method: DFT, wB97M-V/def2-TZVPD

Values from the calculation:
Energy = -42937.7142 eV
F_max = 2.26 eV Å⁻¹
Energy above the lowest of the compared OMol25 structures with the same formula, charge and spin = 210.0 kJ/mol
Net charge = +1
Kohn-Sham gap = 0.1308 Eh

The geometry in XYZ format:
```
50
Properties=species:S:1:pos:R:3:forces:R:3
F -2.927 5.866 0.919 0.189 -2.072 0.161
C -2.735 4.497 0.871 0.128 1.287 -0.415
C -3.847 3.659 0.808 0.445 -0.205 0.009
C -3.590 2.287 0.745 -1.345 -0.788 -0.047
F -4.658 1.419 0.774 1.407 1.192 -0.029
C -2.326 1.771 0.575 0.371 0.091 -0.412
C -1.204 2.648 0.506 -1.187 0.150 0.258
C 0.037 2.055 0.189 -0.064 0.595 0.927
C 1.299 2.647 0.412 1.640 0.455 -0.117
C 2.402 1.765 0.635 -0.562 -0.072 -0.353
C 3.667 2.269 0.844 1.313 -0.535 -0.163
F 4.725 1.389 0.945 -1.517 1.220 -0.012
C 3.945 3.640 0.843 -0.519 -0.289 0.078
C 2.848 4.494 0.720 0.008 1.354 -0.491
F 3.057 5.863 0.740 -0.201 -2.085 -0.037
C 1.569 4.047 0.443 0.133 -0.187 0.210
C -1.438 4.030 0.781 -0.162 -0.010 -0.042
H -4.849 4.067 0.783 -0.018 -0.119 0.184
H -2.157 0.702 0.476 -0.281 0.117 -0.101
H 0.023 1.018 -0.147 0.015 0.048 0.206
H 2.218 0.695 0.621 0.242 0.117 -0.020
H 4.955 4.033 0.879 -0.081 -0.112 0.196
H 0.817 4.780 0.191 0.476 -0.062 -0.098
H -0.644 4.752 0.892 -0.422 -0.109 0.005
C -2.154 -3.515 1.501 -0.179 0.277 0.590
Si -0.348 -3.233 1.114 -0.447 -1.418 -0.511
C 0.261 -1.509 1.484 0.193 0.492 0.101
C 0.795 -4.557 1.775 0.164 0.169 0.516
O -0.357 -3.625 -0.517 0.261 -0.032 0.963
C -0.086 -2.962 -1.622 -0.522 1.900 -0.851
C -0.680 -1.804 -2.076 0.969 -1.840 0.881
C -0.314 -1.660 -3.509 0.420 -0.174 -1.318
C 1.024 -2.467 -3.640 0.010 0.432 -0.236
C 0.967 -3.524 -2.552 -0.452 -0.166 0.330
H -2.430 -3.189 2.514 -0.011 -0.101 -0.178
H -2.778 -2.951 0.789 0.189 -0.186 0.170
H -2.417 -4.583 1.418 0.195 0.401 -0.068
H 0.279 -1.320 2.568 -0.047 -0.158 -0.223
H 1.279 -1.340 1.116 -0.062 -0.213 0.006
H -0.366 -0.731 1.037 -0.115 -0.181 0.018
H 1.064 -4.388 2.828 -0.029 -0.095 -0.206
H 0.345 -5.560 1.709 0.075 0.397 -0.087
H 1.730 -4.563 1.193 -0.282 0.010 0.151
H -1.398 -1.186 -1.528 0.030 -0.485 -0.262
H -1.058 -2.172 -4.164 0.185 0.501 0.381
H -0.216 -0.631 -3.870 0.043 -0.113 0.002
H 1.158 -2.943 -4.612 -0.061 0.332 -0.090
H 1.883 -1.806 -3.454 -0.258 -0.080 -0.133
H 1.919 -3.645 -2.026 -0.103 0.021 0.067
H 0.711 -4.532 -2.920 -0.173 0.328 0.091
```
Forces are in eV/Å.

Molecular formula: C3H4O5
Method: DFT, wB97M-V/def2-TZVPD

Values from the calculation:
SMILES string = O=C(O)C(O)C(=O)O
Energy = -13410.3491 eV
F_max = 9.38 eV Å⁻¹
Energy above the lowest of the compared OMol25 structures with the same formula, charge and spin = 337.2 kJ/mol
Net charge = 0
Kohn-Sham gap = 0.3779 Eh

The geometry in XYZ format:
```
12
Properties=species:S:1:pos:R:3:forces:R:3
O -2.173 1.300 0.432 8.197 -4.405 1.142
C -1.009 0.658 0.548 -2.575 5.123 -0.810
O 0.381 1.199 0.982 -3.841 3.926 1.328
C -0.459 -0.765 0.140 0.091 2.596 0.110
O 0.024 -1.300 1.280 3.833 -0.462 3.182
C 0.603 -0.553 -0.989 -1.013 0.936 -1.115
O 0.310 -0.591 -2.152 0.014 -0.706 0.221
O 1.769 -0.076 -0.543 4.159 -1.842 -0.864
H 0.419 2.226 1.381 -0.834 -4.032 -1.683
H -1.318 -1.311 -0.143 -0.541 -0.923 -0.888
H 0.932 -0.853 1.672 -3.602 -1.221 -2.078
H 2.664 -0.359 -1.093 -3.887 1.011 1.455
```
Forces are in eV/Å.